Record 1
An isolated molecule of C9H10NO2P. Source: the OMol25 dataset; level of theory: the ωB97M-V functional and the def2-TZVPD basis.

The geometry in XYZ format:
```
23
C9H10NO2P (the ωB97M-V functional and the def2-TZVPD basis)
P 0.3344 2.5239 -0.6202
O -1.0578 1.8362 -0.8491
O 1.8419 -1.9149 0.3066
N 0.6351 -0.3314 -0.7227
C -1.5156 0.6623 -0.3617
C -2.7080 -1.8330 -0.3963
C 0.7422 2.1053 1.1542
C -0.6605 -0.5136 -0.5380
C -1.3766 -1.7579 -0.4420
C -3.5495 -0.7177 -0.2566
C 3.0599 -0.1877 -0.8536
C -2.9346 0.5659 -0.2815
C 1.7857 -0.9394 -0.4064
H -0.7649 -2.7513 -0.5905
H -4.6713 -0.8318 -0.0580
H 2.9039 0.8467 -1.0171
H -0.1499 1.8012 1.6352
H -3.4721 1.3879 -0.1460
H -3.1928 -2.7185 -0.3533
H 1.0949 3.0925 1.3924
H 3.3830 -0.6640 -1.7494
H 3.8693 -0.3979 -0.1244
H 1.4811 1.4353 1.5287
```

## Properties
- Kohn-Sham gap (spin up / spin down): 5.68 / 5.67 eV
- ΔE to the lowest compared entry with this formula, charge and spin: 256.0 kJ/mol
- Maximum force: 5.727 eV Å⁻¹

Record 2
An isolated molecule of C9H10NOP. Source: the OMol25 dataset; level of theory: the ωB97M-V functional and the def2-TZVPD basis.

The geometry in XYZ format:
```
22
C9H10NOP (the ωB97M-V functional and the def2-TZVPD basis)
P 2.5799 -0.6116 0.5751
O 3.7252 -0.2081 1.3595
N 1.6324 0.7845 0.2662
C -1.9414 0.7609 0.7398
C -3.1143 0.0890 0.8759
C 3.1288 -0.8215 -1.3042
C -0.7426 0.2425 0.3430
C 0.4430 1.1056 0.2355
C -1.8939 -1.8491 0.0915
C -0.7599 -1.1076 -0.0485
C 0.0899 2.5275 0.0026
C -3.0907 -1.2774 0.5797
H 2.3788 -0.5741 -1.9672
H -2.0404 -2.7756 -0.3101
H 0.1346 -1.4387 -0.4525
H -0.9649 2.5629 0.3181
H 0.1814 2.7418 -1.0176
H 4.0190 -0.1813 -1.4037
H 3.5286 -1.8152 -1.2776
H 0.7611 3.1807 0.6791
H -4.1085 0.5911 1.2181
H -3.9461 -1.9263 0.4973
```

## Properties
- Kohn-Sham gap (spin up / spin down): 7.27 / 7.79 eV
- ΔE to the lowest compared entry with this formula, charge and spin: 349.2 kJ/mol
- Maximum force: 4.135 eV Å⁻¹

Record 3
An isolated molecule of C9H10S. Source: the OMol25 dataset; level of theory: the ωB97M-V functional and the def2-TZVPD basis.

The geometry in XYZ format:
```
20
C9H10S (the ωB97M-V functional and the def2-TZVPD basis)
S 3.1547 0.6810 -0.1043
C -2.3183 1.3655 0.0369
C 0.9100 -0.5257 0.0236
C -0.9329 0.8555 -0.0042
C 1.8691 -1.5473 0.0156
C -0.4912 -0.4015 0.0006
C 1.4351 0.7083 0.0231
C -1.4814 -1.5310 0.0628
C 0.4868 1.8940 -0.1355
C 3.1419 -1.0227 0.0657
H -0.8573 -2.3882 0.2644
H -2.8585 0.5703 0.4457
H -1.9121 -1.6954 -0.8789
H 0.6899 2.5283 0.6885
H -2.2164 -1.4293 0.8988
H 1.5722 -2.5750 0.0515
H 4.0983 -1.4701 0.2161
H -2.5335 1.4429 -0.9567
H 0.6415 2.2058 -1.1316
H -2.3980 2.3345 0.4177
```

## Properties
- Kohn-Sham gap: 8.55 eV
- ΔE to the lowest compared entry with this formula, charge and spin: 15.1 kJ/mol
- Maximum force: 5.726 eV Å⁻¹

Record 4
A structure of composition C9H11AsF2OPtS5. Source: the OMol25 dataset; level of theory: the ωB97M-V functional and the def2-TZVPD basis.

The geometry in XYZ format:
```
30
C9H11AsF2OPtS5 (the ωB97M-V functional and the def2-TZVPD basis)
Pt -0.5027 0.9589 0.7057
As -0.5077 -1.7701 2.5002
S -2.1765 -2.7944 3.2903
S 1.4195 -2.5798 2.9739
S -0.4503 0.4199 2.9946
S -0.6108 -1.3836 0.3081
S 2.7439 0.1701 -1.4159
F -2.8206 2.3708 -0.3567
F -1.0219 3.6407 -0.2310
O 2.6921 1.2842 -2.4134
C 4.4347 -0.4590 -1.5229
C 2.9407 -0.0141 1.2869
C -1.4356 2.3165 -0.4634
C 3.1609 2.7264 1.6764
C 3.0803 0.4981 2.5629
C 3.1817 1.8712 2.7732
C 3.0431 2.2294 0.3847
C 3.1943 2.4120 4.1763
C 2.9425 0.8622 0.2124
H 3.8718 1.8426 4.8151
H 4.6030 -1.1652 -0.7107
H 2.9869 2.8806 -0.4787
H 2.1944 2.3321 4.6098
H 5.1113 0.3920 -1.4476
H 2.7550 -1.0777 1.1641
H 3.4944 3.4615 4.1983
H 3.0166 -0.1863 3.4004
H -1.2341 2.1494 -1.5321
H 3.2030 3.7989 1.8358
H 4.5418 -0.9556 -2.4863
```

## Properties
- Kohn-Sham gap (spin up / spin down): 5.55 / 5.70 eV
- ΔE to the lowest compared entry with this formula, charge and spin: 0.0 kJ/mol
- Spin multiplicity: 3
- Expectation value of S²: 2.008
- Net charge: -2
- Maximum force: 0.381 eV Å⁻¹

Record 5
An isolated molecule of C9H11BN2O2. Source: the OMol25 dataset; level of theory: the ωB97M-V functional and the def2-TZVPD basis.

The geometry in XYZ format:
```
25
C9H11BN2O2 (the ωB97M-V functional and the def2-TZVPD basis)
O 2.6216 -1.6964 -0.8628
O 1.8500 -2.8505 0.9544
N -3.2527 -0.8387 -0.7233
N -2.8247 -2.0621 -1.0902
C -1.9654 -1.0860 1.2526
C -2.8437 -0.4197 0.3818
C 0.2630 0.3198 0.0716
C -0.9785 -1.6332 0.3741
C -1.0406 1.1070 -0.1949
C 1.4551 1.1607 -0.2252
C 0.4021 -0.9872 0.1156
C -1.5872 -2.2779 -0.7324
C -2.4106 1.0233 0.6017
B 1.6106 -1.9255 -0.0077
H 1.5219 1.9962 0.3401
H 2.3853 0.6680 -0.1380
H -3.0728 1.5836 0.0407
H 1.3853 1.5970 -1.1228
H -1.5870 -0.9308 2.1903
H -0.8186 2.1449 -0.1440
H -1.2741 0.8541 -1.2530
H 3.4467 -2.1825 -0.9493
H 2.7500 -3.2190 1.1118
H -2.4294 1.1758 1.6605
H -1.1796 -3.1259 -1.3062
```

## Properties
- Kohn-Sham gap: 8.63 eV
- ΔE to the lowest compared entry with this formula, charge and spin: 554.5 kJ/mol
- Maximum force: 5.925 eV Å⁻¹

Record 6
An isolated molecule of C9H11BO2. Source: the OMol25 dataset; level of theory: the ωB97M-V functional and the def2-TZVPD basis.

The geometry in XYZ format:
```
23
C9H11BO2 (the ωB97M-V functional and the def2-TZVPD basis)
O -1.6876 -2.0613 0.0583
O -0.0092 2.5464 -0.1983
C 2.1247 0.9676 0.2380
C 2.1838 -1.2392 -0.7055
C 0.3434 -0.8052 0.9306
C 0.7888 0.6290 1.0201
C -1.6860 0.6159 0.3403
C 1.1032 -1.6879 0.0107
C 2.6760 0.1086 -0.5697
C -0.2278 1.5217 0.3496
C -2.4949 0.9117 -0.9281
B -1.1741 -0.8495 0.4307
H -1.9526 0.2732 -1.7400
H 2.5653 1.9730 0.3145
H -2.4727 1.9274 -1.3039
H 2.7109 -1.8985 -1.5042
H 3.5281 0.3437 -1.2349
H -2.6568 -1.9977 0.0954
H 0.8706 0.9193 2.0243
H 0.4182 -1.2588 1.9335
H -2.0189 1.0312 1.3058
H -3.5160 0.6383 -0.8141
H 0.5836 -2.6089 -0.0531
```

## Properties
- Kohn-Sham gap: 8.39 eV
- ΔE to the lowest compared entry with this formula, charge and spin: 239.5 kJ/mol
- Maximum force: 3.430 eV Å⁻¹